[1]
{
  "formula": "C40H84N2O35S10Si",
  "method": "wB97M-V/def2-TZVPD",
  "species": ["C", "C", "C", "C", "C", "C", "C", "C", "C", "C", "C", "C", "Si", "N", "C", "C", "C", "S", "C", "S", "N", "C", "C", "C", "C", "C", "O", "C", "O", "C", "C", "O", "H", "H", "H", "H", "H", "H", "H", "H", "H", "H", "H", "H", "H", "H", "H", "H", "H", "H", "H", "H", "H", "H", "H", "H", "H", "H", "H", "H", "H", "H", "H", "H", "H", "H", "H", "H", "H", "H", "H", "H", "H", "H", "H", "H", "H", "H", "H", "H", "H", "H", "H", "H", "C", "C", "O", "S", "O", "O", "O", "H", "H", "H", "H", "C", "C", "O", "S", "O", "O", "O", "H", "H", "H", "H", "C", "C", "O", "S", "O", "O", "O", "H", "H", "H", "H", "C", "C", "O", "S", "O", "O", "O", "H", "H", "H", "H", "C", "C", "O", "S", "O", "O", "O", "H", "H", "H", "H", "C", "C", "O", "S", "O", "O", "O", "H", "H", "H", "H", "C", "C", "O", "S", "O", "O", "O", "H", "H", "H", "H", "C", "C", "O", "S", "O", "O", "O", "H", "H", "H", "H"],
  "xyz": [[-5.0916, -0.3881, 4.6810], [-6.1970, -1.3297, 3.9176], [-5.4902, -2.7002, 3.3657], [-5.3790, -2.7383, 1.7210], [-4.7059, -1.3489, 1.1046], [-5.8097, -0.5776, 0.1841], [-5.2193, 0.6623, -0.7004], [-3.6918, 0.4571, -1.2331], [-3.4587, 1.3101, -2.6218], [-2.3119, 2.4592, -2.4016], [-0.9614, 2.1967, -3.3279], [0.2716, 2.9569, -2.5587], [1.7265, 3.4731, -3.7099], [1.2049, 3.6264, -5.4483], [2.3267, 5.2053, -3.1173], [3.8796, 5.5311, -3.5293], [4.1198, 7.1488, -3.7918], [4.1169, 8.1016, -2.1722], [5.8098, 8.8050, -1.8338], [6.1452, 10.3666, -2.4798], [6.9219, 8.1619, -1.0719], [7.3430, 8.9372, 0.1475], [8.4187, 8.1869, 1.1149], [6.7176, 6.6977, -0.8185], [5.6688, 6.3164, 0.3650], [3.0934, 2.0986, -3.6526], [4.2726, 2.4133, -4.4650], [4.9725, 1.2133, -4.9216], [6.1653, 0.9791, -4.1057], [7.3748, 1.5285, -4.7182], [8.6954, 0.7374, -4.0992], [9.0072, -0.4766, -4.8588], [-5.2371, 0.7306, 4.3256], [-5.1209, -0.5046, 5.8420], [-3.9903, -0.6629, 4.3495], [-6.6303, -0.7294, 3.0050], [-7.0680, -1.5822, 4.6580], [-4.4242, -2.8566, 3.8277], [-6.1633, -3.6180, 3.6757], [-4.7218, -3.6418, 1.3373], [-6.4482, -2.9172, 1.2913], [-4.3365, -0.6252, 1.9628], [-3.7488, -1.6931, 0.5188], [-6.3987, -1.3665, -0.4684], [-6.5986, -0.1049, 0.9247], [-5.9051, 0.7523, -1.6532], [-5.3398, 1.6754, -0.1256], [-3.4808, -0.6689, -1.4952], [-2.9547, 0.8050, -0.3855], [-4.4395, 1.8698, -2.9255], [-3.1678, 0.5895, -3.5140], [-1.9182, 2.4895, -1.2864], [-2.6919, 3.5305, -2.6465], [-1.0832, 2.7471, -4.3627], [-0.7813, 1.0447, -3.4845], [0.6042, 2.2820, -1.6685], [-0.1661, 3.9488, -2.0841], [1.1991, 4.6561, -5.6197], [1.9424, 3.2093, -6.0605], [1.6118, 6.0010, -3.5879], [2.2054, 5.2981, -1.9459], [4.1537, 5.0158, -4.5497], [4.5486, 5.1020, -2.6817], [3.3052, 7.6078, -4.4956], [5.2074, 7.2836, -4.2391], [7.8478, 9.9499, -0.1964], [6.3527, 9.2439, 0.7188], [9.0093, 7.3181, 0.6202], [7.8933, 7.8949, 2.1242], [9.2280, 8.9980, 1.4124], [7.7314, 6.1080, -0.6599], [6.2720, 6.2446, -1.8175], [4.6444, 6.0311, -0.1140], [6.0985, 5.3483, 0.8941], [5.5453, 7.1081, 1.2043], [3.4019, 1.9682, -2.5389], [2.5717, 1.0950, -3.9734], [4.3300, 0.2412, -4.9237], [5.2709, 1.4161, -6.0484], [7.4337, 1.3436, -5.8778], [7.4889, 2.6896, -4.5735], [9.6573, 1.4222, -4.1436], [8.5040, 0.4351, -2.9877], [10.0031, -0.5581, -4.9392], [-7.0594, 1.9130, 8.6447], [-7.5864, 1.1338, 9.8442], [-8.3214, 0.0457, 9.2878], [-7.6315, -0.3947, 7.8797], [-6.7654, -1.5193, 8.1348], [-8.6455, -0.4023, 6.8592], [-6.7018, 0.9262, 7.6775], [-7.8400, 2.5466, 8.2122], [-6.1933, 2.5279, 8.9002], [-8.2254, 1.7420, 10.4874], [-6.7645, 0.7184, 10.4364], [-3.1952, -6.9587, -1.9939], [-4.5615, -6.3769, -1.6434], [-4.3245, -5.5056, -0.5384], [-2.8341, -4.8606, -0.6808], [-2.9640, -3.5557, -1.2782], [-2.1181, -5.0928, 0.5469], [-2.2648, -5.8844, -1.8166], [-2.9212, -7.7636, -1.3048], [-3.1561, -7.3309, -3.0207], [-5.2863, -7.1486, -1.3768], [-4.9573, -5.7757, -2.4686], [-6.9716, -10.8497, 0.8509], [-8.0554, -9.8926, 0.3676], [-7.5143, -9.2761, -0.7991], [-6.5374, -10.3381, -1.5545], [-7.2865, -10.9636, -2.6137], [-5.2577, -9.7106, -1.7633], [-6.3987, -11.4041, -0.3325], [-6.1849, -10.3141, 1.3914], [-7.3740, -11.6416, 1.4867], [-8.3117, -9.1412, 1.1171], [-8.9592, -10.4362, 0.0740], [-3.1418, -1.4747, 10.9324], [-4.6084, -1.6865, 11.2902], [-4.7818, -1.0401, 12.5496], [-3.7822, 0.2435, 12.6282], [-4.5331, 1.4211, 12.2735], [-3.0071, 0.1429, 13.8359], [-2.8317, -0.1511, 11.3668], [-2.4982, -2.1717, 11.4780], [-2.9598, -1.5765, 9.8600], [-4.8713, -2.7438, 11.3602], [-5.2659, -1.1959, 10.5657], [2.6936, 6.5266, 3.6757], [2.8878, 6.2517, 5.1627], [4.2418, 6.6086, 5.4335], [4.6717, 7.8372, 4.4548], [4.5288, 9.0681, 5.1886], [5.8822, 7.4701, 3.7684], [3.4279, 7.7211, 3.4110], [3.1197, 5.7229, 3.0671], [1.6413, 6.6603, 3.4148], [2.7059, 5.2063, 5.4200], [2.2415, 6.8934, 5.7700], [0.3829, -10.1828, 1.1519], [-0.0096, -8.8795, 0.4653], [-0.9743, -9.2523, -0.5171], [-1.8216, -10.5309, 0.0306], [-3.0517, -10.0440, 0.6012], [-1.7763, -11.5675, -0.9659], [-0.8233, -10.9395, 1.2499], [1.0929, -10.7512, 0.5430], [0.8090, -10.0146, 2.1437], [0.8427, -8.3812, -0.0010], [-0.4919, -8.1929, 1.1686], [7.4990, 2.4310, -8.6135], [7.9814, 3.8298, -8.2459], [9.0830, 4.0840, -9.1152], [8.8266, 3.3221, -10.5318], [8.2765, 4.2743, -11.4618], [9.9789, 2.5134, -10.8284], [7.6227, 2.3465, -10.0323], [8.1403, 1.6633, -8.1693], [6.4636, 2.2587, -8.3104], [8.2900, 3.9026, -7.2011], [7.2100, 4.5793, -8.4502], [0.8444, -4.9366, -5.3249], [1.3870, -3.7440, -4.5430], [0.6126, -3.6986, -3.3465], [0.1918, -5.2200, -2.9285], [1.1250, -5.6880, -1.9351], [-1.2488, -5.2685, -2.7409], [0.5579, -5.9359, -4.3464], [-0.0898, -4.6817, -5.8350], [1.5650, -5.3136, -6.0545], [1.2962, -2.8070, -5.0963], [2.4337, -3.9005, -4.2623]],
  "forces_ev_per_a": [[0.43, 0.33, -0.67], [0.66, 0.02, 0.01], [-0.51, -0.73, -0.52], [0.43, 0.27, 0.27], [-0.19, -0.51, 0.11], [-0.02, 0.30, 0.65], [-0.44, -0.44, -0.73], [-0.39, -0.08, -0.45], [0.23, 0.69, 0.42], [1.03, -0.40, -0.37], [-0.43, 1.13, 0.38], [-1.08, -0.40, 0.44], [-0.20, 0.08, -0.36], [1.41, 0.61, 0.92], [0.60, 0.92, 0.62], [-0.66, 0.60, -0.62], [1.44, -1.08, -0.33], [0.72, -0.31, 0.05], [2.76, 1.69, -0.74], [-0.84, -2.66, 1.24], [-2.78, -0.55, -0.29], [0.38, 1.73, 0.58], [0.18, 1.05, 0.66], [-0.70, -1.52, -0.62], [0.40, -1.22, 0.27], [-0.26, -0.70, 1.07], [-0.56, -2.49, -0.32], [0.56, 0.32, -0.77], [-0.14, 0.79, -2.26], [1.75, -0.32, -0.28], [0.31, 0.74, 0.37], [1.00, 0.96, 0.29], [0.21, -2.16, 1.15], [-0.09, 0.39, -2.17], [-2.26, 0.40, 0.59], [0.75, -1.24, 1.85], [1.63, 0.51, -1.49], [-2.06, 0.39, -0.79], [1.46, 1.71, -0.52], [-1.38, 1.73, 1.08], [1.86, 0.52, 0.70], [-0.83, -1.50, -1.65], [-1.98, 0.91, 0.89], [1.38, 1.63, 1.13], [1.40, -1.08, -1.47], [1.27, -0.11, 1.83], [0.42, -1.91, -0.98], [-0.52, 2.12, 0.79], [-1.30, -0.77, -1.79], [1.69, -1.23, 0.58], [-0.52, 1.53, 1.88], [-1.05, -0.21, -2.17], [0.55, -1.89, 0.39], [0.12, -1.46, 1.91], [-0.24, 2.32, 0.33], [-0.43, 1.25, -1.44], [0.83, -1.92, -0.91], [-0.07, -1.16, -0.27], [-0.89, 0.59, 0.57], [1.19, -1.30, 0.81], [0.24, -0.09, -2.28], [-0.52, 0.80, 2.01], [-0.92, 0.94, -1.64], [1.62, -0.91, 1.37], [-2.38, -0.11, 0.68], [-1.23, -2.22, 0.47], [2.16, -0.64, -0.76], [-1.31, 1.49, 0.90], [1.11, 0.15, -2.13], [-1.66, -1.67, -0.63], [-1.98, 1.67, -0.26], [0.99, 0.98, 1.99], [1.80, 0.74, 1.03], [-0.97, 1.91, -0.99], [0.22, -1.25, -1.67], [-0.37, 0.03, -1.73], [1.08, 1.71, 0.44], [0.95, 1.88, 0.47], [-0.39, -0.31, 2.26], [-0.39, 0.13, 2.12], [-0.36, -2.16, 0.10], [-2.16, -1.00, 0.16], [0.16, 0.73, -1.98], [-1.92, 0.26, 0.24], [-0.43, 0.54, 0.30], [0.68, 0.24, 0.29], [0.09, -0.13, -1.12], [-0.14, 0.04, -0.09], [-0.88, 1.05, -0.51], [1.13, -0.34, 1.12], [-0.30, -1.00, 0.34], [0.06, -0.03, 0.07], [-0.01, -0.27, -0.16], [-0.08, -0.25, -0.18], [-0.03, 0.19, 0.03], [-1.06, -0.99, 1.01], [-0.15, -0.17, -0.70], [0.56, 0.33, 0.41], [-0.84, -0.89, 0.33], [0.47, -1.14, 0.74], [-0.57, 0.72, -0.99], [-12.99, -6.20, 11.30], [-0.18, -0.03, -0.16], [0.24, 0.31, 0.03], [0.17, 0.20, 0.21], [0.02, -0.09, 0.00], [0.07, 0.48, 0.57], [-0.44, -0.55, 0.28], [0.95, -0.35, -0.28], [0.01, -0.28, -0.11], [1.10, 0.69, 0.98], [-1.46, -0.50, -0.12], [-0.40, 0.57, -0.90], [-0.07, -0.04, -0.02], [0.11, -0.02, -0.30], [0.18, 0.06, -0.27], [0.05, 0.03, 0.09], [0.00, -0.75, 0.04], [-0.06, 0.05, -0.78], [0.88, 0.61, 0.35], [0.09, -0.08, 0.17], [0.87, -1.00, 0.47], [-1.04, 0.36, -1.22], [-0.83, 0.44, 0.56], [-0.07, 0.02, -0.06], [-0.01, 0.26, 0.18], [0.01, 0.22, 0.23], [0.08, -0.16, -0.07], [-0.08, -0.70, -0.03], [-0.68, 0.23, 0.02], [0.48, 0.41, -0.87], [-0.04, 0.29, 0.23], [0.41, -1.26, -1.01], [-1.07, 0.52, 0.84], [0.57, 0.22, 0.82], [-0.07, 0.02, 0.06], [0.23, 0.22, 0.01], [0.29, 0.14, -0.01], [-0.02, -0.09, -0.08], [0.61, 0.16, -0.33], [0.18, 0.34, 0.75], [-0.31, -1.06, 0.04], [-0.14, -0.08, -0.11], [1.12, -0.75, -0.62], [-0.32, 1.19, 1.02], [-0.76, 0.47, -0.51], [-0.02, 0.08, 0.05], [-0.28, -0.12, -0.08], [-0.26, -0.12, -0.17], [0.11, -0.02, -0.03], [0.24, -0.14, 0.57], [-0.68, 0.12, 0.07], [0.08, -0.79, -0.61], [0.14, 0.16, -0.37], [0.71, -1.21, 0.82], [-1.18, 1.05, 0.18], [0.44, 0.81, -0.24], [-0.05, 0.05, 0.02], [0.10, 0.04, -0.28], [0.20, 0.00, -0.24], [0.00, -0.09, 0.09], [-0.21, 0.49, -0.34], [0.56, -0.19, -0.16], [0.22, -0.19, -0.10], [0.88, 0.97, -1.35], [-1.35, 0.11, -0.71], [13.83, 6.79, -10.48], [0.56, 0.01, 0.66], [0.10, 0.03, 0.01], [-0.10, -0.14, 0.25], [-0.17, -0.08, 0.22], [-0.02, 0.01, -0.15]],
  "homo_ev": -8.03,
  "mol_weight_da": 1501.85,
  "spin_multiplicity": 1,
  "orbital_gap_ev": 7.6,
  "total_energy_ha": -8587.9977
}

---

[2]
{
  "formula": "C4H8F3O5SYb",
  "method": "wB97M-V/def2-TZVPD",
  "species": ["O", "O", "C", "O", "C", "Yb", "H", "H", "H", "H", "H", "S", "O", "O", "C", "F", "F", "F", "C", "H", "H", "H"],
  "xyz": [[1.2417, -0.4437, -0.3408], [1.5064, -0.2524, 2.3939], [0.4910, 0.3205, 3.0894], [0.3185, 1.6363, 2.4815], [-0.6938, 2.4861, 2.9793], [2.0353, 1.3311, 0.9782], [0.7054, 0.4826, 4.1624], [-0.4676, -0.2156, 2.9547], [-0.7089, 3.3851, 2.3556], [-1.6686, 1.9843, 2.9027], [-0.4441, 2.7655, 4.0129], [0.0844, -0.9026, -1.5109], [-1.1127, -1.3691, -0.8444], [0.7118, -1.8211, -2.6183], [-0.3575, 0.6309, -2.4942], [-1.2544, 1.3267, -1.8382], [0.7307, 1.3760, -2.6354], [-0.8159, 0.3080, -3.6786], [0.0327, -3.0468, -3.0098], [0.7212, -3.5329, -3.7032], [-0.9005, -2.8178, -3.5340], [-0.1548, -3.6311, -2.1030]],
  "forces_ev_per_a": [[-4.06, -1.42, -5.68], [0.17, 0.81, 0.31], [0.38, -1.00, -0.08], [0.23, 0.89, -0.77], [-0.20, 0.13, 0.25], [-0.48, -1.33, 0.47], [-0.10, -0.02, -0.20], [0.12, 0.15, 0.15], [-0.04, -0.13, 0.16], [0.20, 0.18, 0.23], [-0.36, -0.06, -0.20], [2.61, 0.73, 5.75], [1.53, 0.22, -1.67], [-0.02, 1.52, 1.19], [0.35, 0.60, -0.37], [-0.22, -0.18, 0.42], [0.35, -0.05, 0.05], [-0.11, -0.43, -0.09], [-0.59, -0.73, -0.07], [-0.04, 0.08, 0.34], [0.20, 0.08, 0.22], [0.07, -0.03, -0.42]],
  "homo_ev": -11.68,
  "mol_weight_da": 398.20,
  "spin_multiplicity": 1,
  "orbital_gap_ev": 7.5,
  "charge": 1,
  "total_energy_ha": -2389.5858
}